68
Properties=species:S:1:pos:R:3 method="wB97M-V/def2-TZVPD" total_energy_ev=-51131.6119 gap_ev=8.78 relative_energy_kcal_mol=123.80 molar_mass_g_mol=499.47 total_charge=+1
O 0.031 0.397 0.318
H 0.610 0.525 -0.437
H 0.574 0.318 1.106
H -0.634 1.075 0.459
C 0.651 -3.230 0.288
O 1.175 -3.593 -0.702
N 1.023 -2.184 0.925
N -0.478 -3.596 0.699
H 0.650 -2.034 1.851
H 1.870 -1.676 0.710
H -0.835 -3.165 1.540
H -0.962 -4.286 0.143
C -0.136 -0.944 -3.836
O -1.213 -0.836 -4.426
N 1.024 -1.036 -4.371
N -0.129 -0.961 -2.530
H 1.796 -1.280 -3.767
H 1.129 -0.821 -5.352
H -1.006 -0.939 -2.029
H 0.683 -1.380 -2.098
C -2.451 0.034 3.942
O -2.241 -0.220 5.059
N -3.515 0.761 3.634
N -1.891 -0.547 2.970
H -3.840 0.768 2.677
H -3.766 1.360 4.407
H -2.253 -0.462 2.031
H -1.124 -1.152 3.225
C -2.183 3.192 0.737
O -1.440 2.316 1.086
N -3.136 3.771 1.394
N -1.964 3.793 -0.332
H -3.147 3.459 2.355
H -3.369 4.701 1.076
H -2.766 4.247 -0.744
H -1.298 3.322 -0.928
C -3.353 -1.656 -0.242
O -2.336 -1.130 -0.672
N -3.706 -2.940 -0.309
N -4.292 -0.982 0.370
H -4.473 -3.231 0.278
H -2.923 -3.468 -0.668
H -5.135 -1.509 0.545
H -4.270 0.021 0.492
C 1.488 2.341 -2.520
O 0.634 2.121 -1.723
N 1.399 1.905 -3.767
N 2.669 2.890 -2.388
H 1.990 2.332 -4.467
H 0.485 1.498 -3.903
H 3.105 3.051 -3.285
H 3.045 3.217 -1.510
C 2.500 0.446 3.285
O 1.517 0.789 2.507
N 3.631 1.162 3.481
N 2.407 -0.539 4.113
H 4.310 0.757 4.109
H 3.879 1.993 2.963
H 1.557 -1.075 4.206
H 3.049 -0.722 4.871
C 3.080 -0.720 -1.762
O 2.318 -0.397 -0.845
N 4.020 0.053 -2.217
N 2.949 -1.840 -2.399
H 4.803 -0.360 -2.705
H 4.295 0.970 -1.895
H 3.499 -2.167 -3.180
H 2.423 -2.501 -1.845

---

53
Properties=species:S:1:pos:R:3 method="wB97M-V/def2-TZVPD" total_energy_ev=-28770.1187 s_squared=0.755 multiplicity=2 gap_ev="7.55 / 2.02" relative_energy_kcal_mol=0.00 molar_mass_g_mol=289.37 total_charge=+1
C -1.136 2.988 -2.396
C -0.578 2.969 -3.806
O -0.866 4.271 -4.380
H -0.604 3.814 -1.923
H -0.955 2.108 -1.779
H -2.217 3.066 -2.277
H -1.024 2.174 -4.404
H 0.503 2.839 -3.768
H -1.809 4.434 -4.457
C 0.956 -4.838 -2.021
C 1.347 -3.703 -1.059
O 0.366 -2.676 -1.082
H 0.695 -4.484 -3.018
H 0.092 -5.394 -1.658
H 1.751 -5.584 -2.025
H 2.349 -3.355 -1.311
H 1.453 -4.019 -0.021
H -0.113 -2.705 -0.251
O 1.289 2.115 -0.133
H 0.531 2.191 0.446
H 1.692 1.281 0.107
O -1.167 2.249 1.335
H -1.706 2.961 0.989
H -1.734 1.805 1.966
O -3.776 -1.320 0.834
H -4.685 -1.136 0.597
H -3.595 -2.176 0.445
O -1.485 -0.296 -2.810
H -1.364 -0.197 -1.866
H -0.609 -0.491 -3.145
O -1.459 -0.042 -0.143
H -1.505 0.644 0.523
H -1.740 -0.837 0.309
O -4.134 1.813 -0.839
H -3.438 1.160 -0.765
H -3.780 2.590 -0.407
C 1.325 1.279 3.733
C 0.887 -0.042 3.056
C 2.054 -0.712 2.416
O 2.599 0.041 1.361
C 3.596 -0.720 0.630
N 0.310 -1.011 3.968
H 0.417 1.876 3.816
H 2.043 1.941 3.250
H 1.797 1.205 4.713
H 0.174 0.216 2.273
H 1.812 -1.732 2.118
H 2.867 -0.839 3.131
H 3.091 -1.560 0.154
H 4.411 -0.995 1.300
H 4.040 -0.158 -0.191
H 0.855 -1.048 4.818
H 0.180 -1.961 3.649

---

53
Properties=species:S:1:pos:R:3 method="wB97M-V/def2-TZVPD" total_energy_ev=-28770.0618 s_squared=0.754 multiplicity=2 gap_ev="9.28 / 2.78" relative_energy_kcal_mol=1.31 molar_mass_g_mol=289.37 total_charge=+1
O -0.879 -1.634 1.894
H -1.469 -2.370 1.730
H -0.511 -1.809 2.760
O -4.655 -1.167 -0.725
H -3.756 -0.898 -0.913
H -4.991 -0.490 -0.138
O -1.656 -0.588 -0.589
H -1.339 -0.948 0.240
H -1.356 0.321 -0.586
O -4.542 0.797 1.336
H -4.772 1.717 1.469
H -3.585 0.794 1.291
O -0.501 0.168 -4.280
H -0.544 -0.638 -4.794
H -1.029 -0.015 -3.503
O -1.920 1.858 1.485
H -2.124 2.542 2.122
H -1.273 2.256 0.903
C 2.290 2.090 2.620
C 1.970 0.571 2.609
C 2.414 -0.180 1.330
O 1.953 0.393 0.082
C 2.294 -0.204 -1.173
N 2.657 -0.117 3.716
H 2.771 2.523 1.743
H 3.004 2.315 3.412
H 1.391 2.664 2.845
H 0.899 0.456 2.778
H 2.495 -1.261 1.446
H 3.502 -0.143 1.283
H 3.034 -1.000 -1.085
H 2.608 0.548 -1.897
H 1.301 -0.477 -1.530
H 2.555 0.453 4.543
H 2.239 -1.011 3.931
C -0.226 -4.586 -1.362
C 0.688 -3.408 -1.697
O 0.596 -3.045 -3.095
H -1.054 -4.629 -2.069
H -0.657 -4.336 -0.392
H 0.179 -5.590 -1.238
H 1.725 -3.667 -1.485
H 0.365 -2.589 -1.054
H 0.984 -3.741 -3.631
C -0.615 4.016 -1.340
C 0.080 2.632 -1.340
O 0.107 2.153 -0.001
H -0.506 4.469 -2.326
H -0.054 4.680 -0.682
H -1.670 4.054 -1.068
H 1.120 2.598 -1.664
H -0.409 1.899 -1.981
H 0.871 1.576 0.070

---

61
Properties=species:S:1:pos:R:3 method="wB97M-V/def2-TZVPD" total_energy_ev=-32042.4653 s_squared=0.754 multiplicity=2 gap_ev="5.87 / 4.07" molar_mass_g_mol=408.13 total_charge=+3
Y -19.427 6.218 -13.405
B -20.083 8.557 -12.645
H -20.758 7.715 -12.660
H -19.702 8.739 -11.653
H -19.244 8.410 -13.308
H -20.640 9.419 -12.979
C -22.291 10.723 -15.905
C -20.921 11.313 -15.711
C -20.774 12.288 -14.573
O -21.769 13.317 -14.594
C -21.511 14.640 -13.919
N -20.057 10.176 -15.419
H -22.261 9.672 -16.194
H -22.770 11.107 -16.805
H -22.988 10.871 -15.080
H -20.624 11.828 -16.625
H -19.782 12.697 -14.379
H -20.988 11.696 -13.683
H -22.385 15.252 -13.694
H -20.904 15.245 -14.593
H -20.883 14.589 -13.030
H -20.378 9.866 -14.513
H -19.110 10.493 -15.270
C -22.347 10.257 -10.165
C -23.390 10.470 -11.230
C -23.489 11.894 -11.786
O -24.086 12.773 -10.835
C -24.741 13.859 -11.507
N -23.050 9.540 -12.259
H -21.438 10.791 -10.440
H -22.132 9.197 -10.025
H -22.837 10.610 -9.257
H -24.315 10.147 -10.754
H -24.022 11.857 -12.736
H -22.484 12.242 -12.025
H -24.876 14.700 -10.827
H -25.731 13.541 -11.835
H -24.219 14.262 -12.375
H -22.381 9.915 -12.916
H -22.551 8.746 -11.883
O -21.736 5.471 -13.455
H -22.550 5.705 -13.008
H -21.972 4.725 -14.007
O -20.432 7.288 -15.318
H -20.482 8.209 -15.575
H -20.784 6.810 -16.068
O -20.367 5.897 -11.055
H -20.847 6.389 -10.390
H -20.025 5.133 -10.589
O -18.825 10.524 -10.448
H -19.145 9.889 -11.088
H -18.221 10.026 -9.896
O -17.012 9.519 -14.734
H -16.508 9.895 -15.456
H -17.290 10.275 -14.216
O -17.548 7.028 -14.544
H -17.314 7.941 -14.711
H -17.161 6.544 -15.274
O -17.651 7.159 -11.784
H -17.157 6.417 -11.437
H -17.004 7.859 -11.869

---

73
Properties=species:S:1:pos:R:3 method="wB97M-V/def2-TZVPD" total_energy_ev=-55492.8934 gap_ev=6.37 molar_mass_g_mol=498.42 total_charge=-1
C -1.572 0.392 1.645
C -0.216 1.118 1.677
C 0.012 2.110 0.532
O 1.363 2.052 0.055
N 1.368 1.647 -1.327
C 2.680 1.934 -1.857
C 3.851 1.019 -1.450
C 4.452 1.214 -0.089
F 3.924 0.426 0.862
F 4.372 2.483 0.377
F 5.783 0.930 -0.093
C 1.007 0.234 -1.419
C 1.289 -0.397 -2.802
O 1.672 -1.568 -2.776
O 1.083 0.343 -3.789
H -2.055 0.470 2.617
H -1.439 -0.669 1.439
H -2.214 0.840 0.889
H 0.572 0.365 1.576
H -0.042 1.592 2.642
H -0.700 1.970 -0.271
H -0.164 3.118 0.920
H 2.925 2.960 -1.571
H 2.596 1.911 -2.941
H 3.595 -0.037 -1.548
H 4.669 1.205 -2.149
H -0.063 0.122 -1.223
H 1.525 -0.349 -0.650
O -2.419 -2.422 2.875
H -3.032 -2.934 2.335
H -2.084 -3.037 3.536
O -0.246 4.600 3.040
H -0.111 5.281 3.708
H 0.621 4.531 2.623
O 0.383 -0.326 4.322
H 1.319 -0.537 4.395
H -0.006 -1.070 3.845
O 0.764 -0.691 -6.313
H 0.870 -0.282 -5.418
H 1.040 0.003 -6.920
O 2.677 4.427 1.871
H 2.396 3.528 1.649
H 3.267 4.653 1.146
O -3.358 -5.386 1.662
H -2.949 -6.222 1.410
H -4.182 -5.391 1.164
O -1.514 -1.592 6.471
H -1.505 -1.038 7.256
H -0.958 -1.115 5.838
O 3.382 -1.939 -6.559
H 2.461 -1.636 -6.437
H 3.410 -2.230 -7.475
O -2.693 3.054 2.172
H -1.991 3.271 2.795
H -2.934 3.886 1.750
O -2.906 5.858 1.419
H -2.118 6.054 1.938
H -3.150 6.684 0.993
O -3.005 -6.074 4.706
H -3.306 -5.182 4.906
H -2.858 -6.063 3.753
O -3.259 -2.771 0.174
H -2.838 -3.604 -0.065
H -4.072 -2.747 -0.341
O 4.730 -2.184 -9.600
H 4.921 -2.903 -8.989
H 4.845 -1.388 -9.069
O -4.852 -7.463 0.291
H -5.713 -7.534 0.716
H -4.882 -8.088 -0.439
O -1.421 3.239 -1.883
H -1.799 4.106 -1.707
H -1.198 3.239 -2.820

---

77
Properties=species:S:1:pos:R:3 method="wB97M-V/def2-TZVPD" total_energy_ev=-72582.8531 gap_ev=7.15 relative_energy_kcal_mol=6.40 molar_mass_g_mol=534.38 total_charge=-1
C -2.305 -0.826 3.695
C -2.783 0.272 2.728
C -1.983 0.175 1.420
C -2.444 1.146 0.314
Al -1.896 0.386 -1.484
C -1.114 1.771 -2.725
C -0.100 1.313 -3.802
C -0.338 -0.107 -4.339
C -0.095 2.324 -4.994
O -0.795 -1.108 -1.184
N 0.455 -0.781 -0.954
O 0.557 0.329 -0.475
P -3.841 -0.460 -2.580
P -4.755 -1.934 -1.296
O -4.216 -2.031 0.068
O -6.339 -1.557 -1.236
O -4.675 -3.415 -1.978
H -1.231 -0.965 3.544
H -2.780 -1.769 3.427
H -2.452 -0.570 4.737
H -2.713 1.267 3.179
H -3.827 0.114 2.451
H -0.922 0.287 1.670
H -2.117 -0.855 1.078
H -3.514 1.279 0.381
H -1.931 2.101 0.451
H -0.584 2.474 -2.073
H -1.937 2.343 -3.162
H 0.909 1.362 -3.389
H 0.189 -0.198 -5.292
H 0.065 -0.872 -3.682
H -1.398 -0.252 -4.553
H -0.859 3.081 -4.834
H 0.865 2.841 -5.064
H -0.241 1.826 -5.954
H -3.353 -1.206 -3.682
H -6.513 -0.960 -1.983
H -4.580 -3.316 -2.940
O -4.646 3.167 0.638
H -5.393 3.055 1.235
H -4.223 3.983 0.927
O 1.840 0.598 2.502
H 1.228 0.322 3.199
H 1.407 0.311 1.688
O -0.565 -3.834 0.223
H -1.002 -3.690 1.068
H -0.769 -3.031 -0.277
O 3.890 -0.899 0.400
H 3.370 -0.785 1.205
H 3.690 -0.112 -0.120
O 6.190 -2.313 -0.554
H 6.112 -3.022 0.093
H 5.467 -1.704 -0.320
O 9.000 -2.016 -0.867
H 8.047 -2.130 -1.015
H 9.397 -2.826 -1.202
O 3.091 3.191 -4.306
H 3.561 3.755 -3.684
H 3.388 2.301 -4.092
O 6.848 -1.289 2.168
H 6.554 -0.440 1.823
H 7.408 -1.643 1.467
O -0.402 4.531 0.881
H 0.091 4.689 1.692
H -0.116 3.653 0.610
O 3.804 -3.148 -2.483
H 4.669 -2.811 -2.224
H 3.795 -4.053 -2.156
O 0.555 0.079 5.235
H 1.322 -0.102 5.789
H -0.139 0.323 5.855
O -3.783 -1.450 6.378
H -4.335 -1.923 5.746
H -3.621 -2.086 7.082
O -0.028 2.992 3.191
H -0.691 2.576 3.751
H 0.580 2.274 2.964

---

23
Properties=species:S:1:pos:R:3 method="wB97M-V/def2-TZVPD" total_energy_ev=-201184.7789 gap_ev=5.83 molar_mass_g_mol=559.29 total_charge=+2
Tc 1.779 -1.803 0.310
S 1.622 -1.910 5.391
As 2.296 -2.289 3.389
S 2.909 -0.755 1.897
S 1.255 -3.396 1.762
S 3.465 -3.036 5.027
Br -2.653 4.695 -2.711
C -2.225 3.138 -1.785
C -0.935 2.612 -1.891
C -0.608 1.463 -1.213
C -1.582 0.840 -0.421
C -2.884 1.372 -0.313
C -3.198 2.519 -1.000
C -1.397 -0.331 0.345
O -1.848 -1.074 1.078
O 0.386 -0.931 0.010
H -0.201 3.112 -2.506
H 0.386 1.054 -1.292
H -3.626 0.880 0.302
H -4.191 2.940 -0.934
S 4.574 -3.609 -2.827
C 3.690 -2.992 -1.750
N 2.983 -2.501 -0.869

---

33
Properties=species:S:1:pos:R:3 method="wB97M-V/def2-TZVPD" total_energy_ev=-47234.4388 gap_ev=7.49 molar_mass_g_mol=495.19 total_charge=-1
Rb -21.532 -19.076 -4.305
O -21.065 -19.255 -1.589
C -20.177 -19.326 -0.731
O -19.325 -20.257 -0.702
B -18.523 -20.023 0.570
O -19.096 -18.792 1.168
C -20.095 -18.478 0.439
O -21.130 -18.150 0.982
O -17.059 -19.785 0.442
C -16.475 -20.603 1.147
O -15.326 -20.499 1.569
C -17.378 -21.489 1.687
O -18.539 -21.134 1.577
O -17.075 -22.505 2.389
O -19.702 -21.258 -4.119
C -18.544 -21.324 -3.672
O -17.963 -22.336 -3.256
B -16.703 -21.851 -2.676
O -16.844 -20.396 -2.832
C -17.913 -20.114 -3.312
O -18.392 -18.926 -3.313
O -16.486 -22.329 -1.266
C -15.505 -23.107 -1.353
O -14.968 -23.529 -0.381
C -15.189 -23.327 -2.659
O -15.563 -22.431 -3.380
O -14.585 -24.291 -3.129
O -19.968 -16.740 -4.958
H -20.031 -15.803 -5.236
H -19.033 -16.899 -4.777
O -20.434 -18.453 -7.036
H -20.203 -17.802 -6.358
H -19.623 -19.045 -7.077